[1]
{
  "formula": "C13H18NO5PtSSe",
  "method": "ωB97M-V/def2-TZVPD",
  "elements": ["Pt", "O", "C", "O", "C", "C", "C", "C", "C", "N", "C", "O", "O", "H", "H", "H", "H", "C", "C", "C", "S", "O", "C", "C", "C", "H", "H", "H", "H", "H", "H", "H", "H", "H", "H", "H", "H", "H", "H", "Se"],
  "xyz": [[0.44, 2.33, 0.73], [2.56, 1.43, 4.13], [2.07, 1.59, 2.87], [0.93, 2.19, 2.76], [2.81, 1.17, 1.76], [4.10, 0.59, 1.66], [4.63, 0.33, 0.43], [3.89, 0.61, -0.75], [2.63, 1.16, -0.60], [2.13, 1.42, 0.59], [1.68, 1.56, -1.71], [1.96, 1.39, -2.89], [0.57, 2.08, -1.30], [1.90, 1.82, 4.73], [4.64, 0.37, 2.57], [5.62, -0.10, 0.34], [4.28, 0.40, -1.73], [-0.57, -3.12, -1.91], [-1.90, -2.83, -1.24], [-1.70, -2.36, 0.19], [-0.97, -0.62, 0.14], [-0.06, -0.54, 1.30], [-2.49, 0.25, 0.72], [-3.56, 0.35, -0.34], [-3.00, 0.92, -1.64], [-0.72, -3.39, -2.95], [-0.07, -3.96, -1.42], [0.07, -2.25, -1.86], [-2.52, -3.73, -1.25], [-2.43, -2.06, -1.80], [-0.99, -2.99, 0.72], [-2.63, -2.34, 0.75], [-2.12, 1.24, 0.97], [-2.83, -0.24, 1.63], [-4.35, 1.02, 0.02], [-4.02, -0.63, -0.52], [-2.51, 1.87, -1.45], [-3.80, 1.07, -2.37], [-2.27, 0.24, -2.08], [-1.41, 3.75, 0.81]],
  "lowdin_charge": [0.802, 0.100, -0.414, -0.146, -0.189, 0.005, -0.076, 0.023, -0.184, -0.090, -0.598, 0.042, -0.213, 0.123, 0.112, 0.096, 0.113, -0.118, -0.324, -0.313, 0.891, -0.566, -0.371, -0.300, -0.125, 0.068, 0.071, 0.061, 0.103, 0.087, 0.086, 0.076, -0.046, 0.090, 0.108, 0.090, 0.041, 0.068, 0.047, -0.230],
  "charge": -1,
  "homo_lumo_gap_ev": 4.35,
  "spin_multiplicity": 1,
  "fmax_ev_per_a": 3.17,
  "homo_energy_ha": -0.1001
}

***

[2]
{
  "formula": "C13H18O2",
  "method": "ωB97M-V/def2-TZVPD",
  "elements": ["C", "C", "C", "C", "C", "C", "H", "H", "C", "H", "H", "C", "C", "O", "C", "C", "C", "C", "H", "H", "O", "H", "H", "H", "H", "H", "H", "H", "H", "H", "H", "H", "H"],
  "xyz": [[1.41, -2.88, 0.78], [1.46, -1.83, 1.68], [0.33, -1.07, 1.92], [-0.87, -1.35, 1.26], [-0.91, -2.41, 0.37], [0.23, -3.17, 0.12], [0.18, -3.99, -0.58], [-1.82, -2.63, -0.15], [-2.07, -0.49, 1.51], [-2.97, -0.99, 1.14], [-2.18, -0.33, 2.58], [-1.95, 0.88, 0.82], [-2.16, 0.81, -0.70], [-1.26, -0.03, -1.39], [-0.15, 0.57, -2.01], [1.03, 0.92, -1.08], [1.03, 2.38, -0.67], [2.27, 3.04, -0.26], [3.20, 2.49, -0.29], [2.23, 3.87, 0.44], [1.68, 3.29, -1.51], [0.10, 2.75, -0.25], [1.96, 0.72, -1.61], [0.98, 0.28, -0.20], [-0.46, 1.46, -2.57], [0.18, -0.19, -2.73], [-2.13, 1.82, -1.12], [-3.15, 0.38, -0.89], [-2.71, 1.55, 1.22], [-0.97, 1.30, 1.05], [0.37, -0.25, 2.62], [2.38, -1.60, 2.20], [2.30, -3.47, 0.59]],
  "lowdin_charge": [-0.097, -0.096, -0.067, -0.248, -0.045, -0.079, 0.101, 0.115, -0.145, 0.116, 0.117, -0.162, -0.209, -0.151, -0.192, -0.095, -0.320, -0.124, 0.113, 0.109, -0.026, 0.133, 0.126, 0.103, 0.129, 0.125, 0.121, 0.125, 0.116, 0.094, 0.116, 0.101, 0.098],
  "smiles": "c1ccc(CCCOCC[C@H]2CO2)cc1",
  "homo_lumo_gap_ev": 9.80,
  "spin_multiplicity": 1,
  "fmax_ev_per_a": 1.46,
  "homo_energy_ha": -0.3256
}

***

[3]
{
  "formula": "C13H18O3",
  "method": "ωB97M-V/def2-TZVPD",
  "elements": ["O", "O", "O", "C", "C", "C", "C", "C", "C", "C", "C", "C", "C", "C", "C", "C", "H", "H", "H", "H", "H", "H", "H", "H", "H", "H", "H", "H", "H", "H", "H", "H", "H", "H"],
  "xyz": [[0.04, -4.30, -0.34], [-1.04, 0.23, 2.12], [-0.26, -2.16, 3.69], [-0.25, -3.25, 0.23], [-0.75, -0.82, 1.57], [-0.16, -3.27, 1.66], [-0.64, -2.05, -0.52], [-0.39, -2.07, 2.32], [-0.88, -0.87, 0.11], [-1.20, -1.46, 4.50], [2.74, 1.24, -1.36], [-0.36, 3.20, -2.14], [-1.04, 0.40, -0.74], [1.39, 1.16, -0.66], [-0.07, 1.79, -2.66], [0.22, 0.74, -1.58], [0.08, -4.20, 2.19], [-0.78, -2.09, -1.60], [-1.32, -1.89, 5.52], [-2.19, -1.52, 4.07], [-0.85, -0.45, 4.62], [2.93, 0.34, -1.93], [2.76, 2.08, -2.05], [3.52, 1.38, -0.63], [-1.11, 3.13, -1.35], [-0.75, 3.79, -2.99], [0.55, 3.67, -1.74], [-1.32, 1.29, -0.11], [-1.91, 0.26, -1.43], [1.21, 2.13, -0.18], [1.53, 0.44, 0.13], [0.71, 1.78, -3.42], [-0.96, 1.48, -3.20], [0.56, -0.14, -2.11]],
  "lowdin_charge": [0.080, 0.119, -0.078, -0.397, -0.262, 0.090, 0.072, -0.149, -0.124, -0.064, -0.096, -0.094, -0.099, -0.219, -0.231, -0.332, 0.145, 0.139, 0.106, 0.089, 0.079, 0.076, 0.068, 0.067, 0.069, 0.081, 0.069, 0.122, 0.133, 0.114, 0.101, 0.110, 0.097, 0.120],
  "smiles": "CCC(CC)CC1=CC(=O)C=C(OC)C1=O",
  "homo_lumo_gap_ev": 8.09,
  "spin_multiplicity": 1,
  "fmax_ev_per_a": 3.40,
  "homo_energy_ha": -0.3510
}

***

[4]
{
  "formula": "C13H19BrOScSi",
  "method": "ωB97M-V/def2-TZVPD",
  "elements": ["C", "C", "C", "H", "C", "C", "H", "H", "H", "H", "Sc", "Br", "C", "C", "C", "H", "C", "C", "H", "H", "H", "H", "C", "Si", "C", "C", "O", "H", "H", "H", "H", "H", "H", "H", "H", "H"],
  "xyz": [[-0.11, 2.86, -1.48], [1.33, 2.88, -1.43], [1.83, 1.73, -2.11], [1.87, 3.64, -0.87], [0.69, 0.97, -2.58], [-0.48, 1.73, -2.25], [-1.52, 1.46, -2.44], [-0.81, 3.62, -1.16], [2.88, 1.34, -2.02], [0.68, -0.02, -3.06], [1.23, 0.54, -0.25], [2.14, 1.54, 1.84], [-2.14, 0.60, 2.22], [-2.89, 0.64, 1.02], [-2.87, 1.98, 0.54], [-3.25, -0.22, 0.45], [-2.17, 2.78, 1.48], [-1.65, 1.91, 2.49], [-0.98, 2.18, 3.29], [-1.84, -0.30, 2.72], [-3.24, 2.33, -0.44], [-1.83, 3.80, 1.31], [0.35, -3.40, -1.33], [0.69, -2.29, 0.14], [0.10, -3.07, 1.72], [2.52, -1.96, 0.24], [-0.12, -0.88, -0.07], [0.83, -4.39, -1.24], [0.69, -2.95, -2.28], [-0.73, -3.56, -1.44], [0.57, -4.04, 1.93], [0.28, -2.43, 2.59], [-0.98, -3.24, 1.69], [2.98, -1.47, -0.62], [2.86, -1.39, 1.11], [3.08, -2.91, 0.31]],
  "lowdin_charge": [-0.105, -0.195, -0.292, 0.094, -0.221, -0.119, 0.110, 0.099, 0.103, 0.099, 0.665, 0.058, -0.229, -0.226, -0.242, 0.058, -0.229, -0.227, 0.042, 0.045, 0.056, 0.048, -0.168, 0.228, -0.159, -0.201, -0.383, 0.027, 0.027, 0.038, 0.027, 0.039, 0.042, 0.025, 0.010, 0.058],
  "charge": -1,
  "homo_lumo_gap_ev": 4.46,
  "spin_multiplicity": 1,
  "fmax_ev_per_a": 3.02,
  "homo_energy_ha": -0.0875
}

***

[5]
{
  "formula": "C13H19Cl2EuN",
  "method": "ωB97M-V/def2-TZVPD",
  "elements": ["Eu", "Cl", "Cl", "C", "H", "H", "C", "C", "H", "C", "H", "C", "H", "H", "C", "H", "H", "C", "H", "H", "H", "H", "N", "C", "C", "C", "C", "C", "C", "H", "H", "H", "H", "H", "H", "H"],
  "xyz": [[-0.79, 0.01, 0.70], [-2.97, 0.04, -0.68], [0.55, 0.93, 2.69], [-1.08, -1.94, 1.69], [-0.57, -1.99, 2.66], [-2.10, -2.35, 1.64], [0.79, -1.69, -0.14], [-0.14, -2.53, 0.54], [1.38, -1.03, 0.53], [-0.93, -3.50, -0.39], [0.53, -3.21, 1.09], [0.07, -4.30, -1.23], [-1.51, -4.18, 0.24], [-1.65, -2.95, -1.01], [0.91, -3.36, -2.10], [0.72, -4.87, -0.55], [-0.44, -5.03, -1.86], [1.60, -2.27, -1.26], [1.67, -3.95, -2.62], [0.30, -2.91, -2.89], [2.47, -2.73, -0.76], [2.02, -1.51, -1.94], [-0.50, 2.19, -1.02], [-0.27, 3.29, -0.17], [-1.09, 3.48, 0.96], [-0.74, 4.46, 1.89], [0.34, 5.32, 1.65], [1.12, 5.15, 0.50], [0.85, 4.12, -0.40], [-1.46, 2.05, -1.34], [0.18, 2.05, -1.75], [-1.95, 2.82, 1.11], [-1.31, 4.54, 2.82], [0.58, 6.11, 2.36], [1.96, 5.82, 0.30], [1.47, 3.94, -1.28]],
  "lowdin_charge": [1.107, -0.322, -0.321, -0.354, 0.012, 0.015, -0.395, -0.543, 0.033, -0.189, 0.120, -0.225, 0.100, 0.095, -0.226, 0.107, 0.095, -0.264, 0.093, 0.104, 0.094, 0.092, -0.008, -0.355, -0.100, -0.098, -0.110, -0.103, -0.048, 0.021, 0.088, 0.092, 0.103, 0.091, 0.096, 0.105],
  "charge": -1,
  "homo_lumo_gap_ev": [5.58, 5.56],
  "spin_multiplicity": 7,
  "fmax_ev_per_a": 4.87,
  "homo_energy_ha": [-0.0953, -0.0944]
}

***

[6]
{
  "formula": "C13H19ClN2O3V",
  "method": "ωB97M-V/def2-TZVPD",
  "elements": ["Cl", "C", "C", "C", "H", "C", "C", "H", "H", "H", "C", "V", "C", "C", "O", "O", "H", "H", "H", "C", "N", "C", "C", "O", "N", "C", "C", "H", "H", "H", "H", "H", "H", "H", "H", "H", "H", "H", "H"],
  "xyz": [[-3.78, -1.70, -0.64], [1.70, -2.27, -3.04], [2.55, -1.13, -3.04], [1.77, -0.03, -3.57], [3.63, -1.15, -2.78], [0.44, -0.50, -3.82], [0.40, -1.87, -3.44], [-0.52, -2.46, -3.42], [2.04, -3.29, -2.81], [2.08, 1.03, -3.68], [-0.77, 0.32, -4.08], [0.98, -0.66, -1.79], [2.41, 0.41, -1.24], [0.62, -2.22, -0.77], [2.92, 1.16, -0.58], [0.48, -3.08, -0.01], [-0.73, 1.29, -3.57], [-1.67, -0.20, -3.73], [-0.84, 0.50, -5.15], [-2.23, 1.57, 0.68], [-1.61, 1.18, 1.94], [-2.44, 1.11, 3.15], [-0.46, 0.44, 1.85], [-0.05, -0.03, 0.74], [0.24, 0.25, 3.03], [0.36, 1.35, 4.00], [1.40, -0.64, 2.92], [-3.15, 2.08, 0.95], [-2.47, 0.69, 0.08], [-1.56, 2.26, 0.15], [-2.01, 0.38, 3.83], [-2.49, 2.09, 3.61], [-3.44, 0.82, 2.85], [0.19, 0.95, 4.99], [1.35, 1.78, 3.95], [-0.39, 2.10, 3.76], [1.14, -1.48, 2.29], [2.24, -0.10, 2.50], [1.64, -0.97, 3.92]],
  "lowdin_charge": [0.062, -0.077, -0.125, -0.074, 0.173, -0.296, -0.044, 0.176, 0.173, 0.177, 0.021, 0.822, -0.081, -0.007, 0.296, 0.254, 0.109, 0.106, 0.122, -0.037, -0.135, -0.018, -0.437, -0.068, -0.131, -0.016, -0.024, 0.101, 0.032, 0.101, 0.100, 0.101, 0.098, 0.104, 0.098, 0.078, 0.078, 0.090, 0.098],
  "charge": 2,
  "homo_lumo_gap_ev": [4.72, 4.70],
  "spin_multiplicity": 2,
  "fmax_ev_per_a": 9.16,
  "homo_energy_ha": [-0.5410, -0.5408]
}